1.
{
  "formula": "C57H56N4PSSbV",
  "method": "ωB97M-V with the def2-TZVPD basis set",
  "multiplicity": 2,
  "orbital_gap_ha": [0.2037, 0.2442],
  "charge": 0,
  "de_lowest_kj_mol": 0.0,
  "s_squared": 0.797,
  "elements": ["V", "C", "C", "C", "C", "N", "C", "C", "C", "C", "C", "C", "N", "C", "C", "C", "C", "C", "N", "H", "H", "H", "H", "H", "H", "H", "H", "H", "H", "H", "C", "C", "C", "C", "C", "C", "P", "C", "C", "C", "C", "C", "C", "C", "C", "C", "C", "C", "C", "H", "H", "H", "H", "H", "H", "H", "H", "H", "H", "H", "H", "H", "H", "C", "C", "C", "C", "C", "C", "C", "C", "H", "H", "H", "H", "H", "S", "C", "N", "C", "C", "C", "C", "C", "C", "H", "H", "H", "H", "H", "C", "C", "C", "Sb", "C", "C", "C", "C", "C", "C", "H", "H", "H", "H", "H", "H", "H", "H", "H", "H", "H", "H", "H", "H", "H", "H", "H", "H", "H", "H", "H"],
  "coordinates": [[-0.668, 1.075, -0.587], [-4.884, 2.315, -1.075], [-4.915, 3.137, 0.055], [-3.737, 3.524, 0.638], [-2.526, 3.071, 0.101], [-2.505, 2.160, -0.902], [-3.667, 1.832, -1.487], [-1.224, 3.530, 0.507], [-1.029, 4.560, 1.412], [0.240, 5.026, 1.665], [1.309, 4.525, 0.897], [1.106, 3.532, -0.014], [-0.140, 2.904, -0.121], [2.184, 3.208, -0.989], [3.514, 3.595, -0.792], [4.453, 3.340, -1.771], [4.059, 2.710, -2.942], [2.724, 2.373, -3.062], [1.813, 2.612, -2.120], [-5.791, 2.030, -1.592], [-5.863, 3.464, 0.466], [-3.740, 4.160, 1.512], [-3.596, 1.140, -2.318], [-1.880, 4.986, 1.928], [0.407, 5.812, 2.391], [2.283, 4.985, 0.983], [3.820, 4.071, 0.129], [5.488, 3.630, -1.624], [4.763, 2.491, -3.736], [2.360, 1.891, -3.968], [-0.043, -5.119, 0.902], [-0.456, -4.170, 1.828], [-1.090, -3.007, 1.407], [-1.291, -2.763, 0.050], [-0.832, -3.703, -0.875], [-0.236, -4.885, -0.452], [-2.226, -1.305, -0.571], [-3.878, -2.114, -0.859], [-5.013, -1.302, -0.949], [-6.271, -1.840, -1.176], [-6.428, -3.212, -1.329], [-5.314, -4.031, -1.251], [-4.051, -3.489, -1.021], [-2.525, -0.397, 0.982], [-3.583, -0.625, 1.864], [-3.659, 0.107, 3.040], [-2.660, 1.033, 3.328], [-1.622, 1.259, 2.433], [-1.532, 0.572, 1.210], [0.431, -6.037, 1.235], [-0.299, -4.342, 2.888], [-1.438, -2.291, 2.143], [-0.949, -3.516, -1.941], [0.082, -5.617, -1.184], [-4.917, -0.238, -0.802], [-7.135, -1.185, -1.224], [-7.411, -3.637, -1.502], [-5.419, -5.105, -1.359], [-3.205, -4.158, -0.947], [-4.333, -1.376, 1.643], [-4.478, -0.054, 3.732], [-2.703, 1.598, 4.255], [-0.876, 1.997, 2.692], [0.795, 0.097, -0.503], [2.095, -0.598, -0.807], [1.970, -1.815, -1.722], [2.431, -3.082, -1.378], [2.422, -4.119, -2.306], [1.929, -3.916, -3.587], [1.447, -2.658, -3.935], [1.476, -1.623, -3.011], [2.812, -3.278, -0.383], [2.808, -5.092, -2.021], [1.926, -4.725, -4.310], [1.058, -2.477, -4.933], [1.125, -0.634, -3.289], [-0.682, 2.698, -5.175], [-0.791, 2.418, -3.473], [-1.074, 1.219, -3.105], [-1.267, 0.394, -4.223], [-1.650, -0.946, -4.210], [-1.828, -1.606, -5.408], [-1.628, -0.956, -6.632], [-1.256, 0.372, -6.668], [-1.086, 1.037, -5.454], [-0.633, 3.238, -2.784], [-1.800, -1.444, -3.265], [-2.128, -2.647, -5.401], [-1.775, -1.495, -7.559], [-1.119, 0.891, -7.610], [4.298, 0.887, 5.035], [3.625, 1.882, 4.089], [2.880, 2.965, 4.877], [2.178, 1.091, 2.620], [1.584, -0.833, 3.491], [0.684, -0.575, 4.700], [2.663, -1.868, 3.806], [3.603, 0.341, 1.138], [4.987, 0.034, 1.717], [3.058, -0.878, 0.366], [4.980, 1.411, 5.719], [4.877, 0.134, 4.497], [3.556, 0.372, 5.654], [4.394, 2.364, 3.473], [2.039, 2.538, 5.437], [2.473, 3.736, 4.216], [3.547, 3.453, 5.600], [0.957, -1.223, 2.685], [1.247, -0.156, 5.542], [0.233, -1.516, 5.046], [-0.130, 0.115, 4.459], [3.286, -1.561, 4.647], [3.316, -2.062, 2.953], [2.194, -2.826, 4.078], [3.710, 1.171, 0.434], [4.960, -0.794, 2.431], [5.410, 0.902, 2.231], [5.678, -0.249, 0.912], [2.591, -1.597, 1.045], [3.923, -1.374, -0.086], [2.622, 0.131, -1.438]],
  "mulliken_spin": [0.084, 0.071, 0.009, 0.036, 0.015, 0.075, -0.014, 0.218, -0.118, 0.229, -0.095, 0.145, 0.176, 0.001, 0.029, -0.008, 0.037, -0.016, 0.039, 0.002, 0.001, 0.009, 0.006, 0.004, 0.014, -0.004, 0.005, 0.000, 0.002, 0.001, 0.000, 0.001, -0.001, 0.001, 0.001, 0.000, 0.014, 0.015, 0.008, 0.002, 0.001, -0.001, 0.001, -0.025, 0.003, 0.000, 0.015, -0.037, -0.038, 0.000, 0.000, -0.001, 0.000, 0.000, -0.008, 0.000, 0.000, 0.000, 0.001, 0.000, 0.000, 0.000, 0.016, 0.039, -0.001, 0.006, -0.002, 0.001, 0.000, 0.000, 0.000, 0.000, 0.000, 0.000, 0.000, 0.000, 0.001, 0.004, 0.004, 0.005, 0.003, 0.000, 0.000, 0.000, -0.001, -0.002, -0.003, 0.000, 0.000, 0.000, 0.000, -0.002, -0.004, 0.030, -0.001, 0.000, 0.000, 0.001, 0.000, -0.003, 0.000, 0.000, 0.000, 0.000, 0.000, 0.001, 0.000, 0.000, 0.000, 0.000, 0.000, 0.000, 0.000, 0.000, -0.003, 0.000, 0.000, 0.000, 0.000, 0.000, 0.006]
}


2.
{
  "formula": "C12H14CrI2N2",
  "method": "ωB97M-V with the def2-TZVPD basis set",
  "multiplicity": 5,
  "orbital_gap_ha": [0.2677, 0.1918],
  "charge": 0,
  "de_lowest_kj_mol": 17.4,
  "s_squared": 6.045,
  "elements": ["C", "C", "H", "H", "H", "H", "H", "H", "C", "C", "C", "C", "H", "H", "H", "H", "N", "C", "C", "N", "C", "C", "C", "H", "H", "C", "H", "H", "Cr", "I", "I"],
  "coordinates": [[0.235, 1.420, 3.006], [0.223, -1.346, 3.081], [1.272, 1.759, 3.003], [-0.037, 1.020, 3.984], [-0.456, 2.225, 2.737], [0.397, -2.324, 2.623], [1.084, -1.079, 3.693], [-0.694, -1.354, 3.675], [0.179, 2.653, -0.121], [0.261, 3.456, -1.252], [0.172, 2.851, -2.504], [0.005, 1.473, -2.576], [0.261, 3.067, 0.878], [0.401, 4.526, -1.147], [0.240, 3.441, -3.412], [-0.049, 0.985, -3.542], [0.012, 1.326, -0.188], [-0.072, 0.724, -1.397], [-0.218, -0.744, -1.387], [-0.184, -1.344, -0.173], [-0.298, -2.675, -0.093], [-0.483, -2.883, -2.468], [-0.446, -3.485, -1.212], [-0.259, -3.092, 0.907], [-0.527, -4.561, -1.096], [-0.371, -1.501, -2.554], [-0.402, -1.015, -3.522], [-0.599, -3.479, -3.368], [0.085, -0.004, 1.541], [2.825, -0.147, 1.063], [-2.557, 0.105, 1.819]],
  "mulliken_spin": [0.249, 0.261, 0.006, -0.001, 0.015, 0.033, -0.003, -0.004, 0.007, 0.001, 0.003, -0.001, -0.013, 0.001, 0.000, 0.000, -0.039, 0.006, 0.019, -0.042, 0.015, 0.002, 0.001, -0.011, 0.000, -0.002, 0.000, 0.000, 3.508, -0.025, 0.014]
}